[1]
ORCA calculation (ωB97M-V/def2-TZVPD) on the molecule C7H9NO2 in a non-equilibrium geometry.

Each line ends with the Mulliken charge.
Geometry (Å):
O: 0.9701 2.2430 -1.1760  -0.57
O: 1.0097 -0.0799 -1.6152  -0.70
N: 0.6365 -2.6031 -0.6466  -0.57
C: 0.3910 1.4861 -0.2120  1.14
C: 0.3874 0.2764 -0.4224  0.38
C: -0.5441 -1.9781 -0.4852  -0.64
C: -0.4289 -0.7059 0.2402  0.00
C: -1.0919 -0.0629 1.3325  -0.43
C: -1.0519 1.3434 1.6420  -0.50
C: -0.0757 2.1258 0.9982  -0.84
H: 1.3359 -2.0808 -1.2172  0.25
H: 1.0835 -2.8568 0.1801  0.24
H: 0.2263 3.1741 1.3167  0.30
H: 1.8439 0.6118 -1.9046  0.39
H: 0.8407 3.0953 -0.9612  0.30
H: -0.8772 -2.9803 0.1711  0.32
H: -2.1731 -0.5803 1.8322  0.12
H: -1.7142 1.4251 2.4214  0.45
H: -0.7682 -1.8528 -1.4942  0.36

Cartesian forces, eV/Å:
O 1.40 -3.18 -1.39
O 3.25 1.29 -1.49
N 6.76 -1.40 -3.06
C 0.39 10.77 4.19
C -0.17 -10.14 -3.10
C -2.07 -2.95 4.10
C -0.50 4.19 1.70
C -3.98 -2.11 -0.81
C 3.20 -2.43 -1.80
C -1.61 -0.33 0.01
H -0.85 -0.55 0.66
H 0.85 -0.57 1.60
H -0.66 -1.39 -0.77
H -3.89 -2.63 1.62
H -0.54 4.82 0.98
H -1.90 3.28 -1.54
H 3.70 1.01 -1.44
H -0.96 1.87 1.98
H -2.42 0.45 -1.44

HOMO energy: -0.3101 Eh
gap between HOMO and LUMO: 9.01 eV
multiplicity: 1
ΔE to the lowest compared entry with this formula, charge and spin: 131.7 kcal/mol
energy: -477.1820 hartree
SMILES: NCc1cccc(O)c1O
LUMO: 0.576 eV

[2]
ORCA calculation (ωB97M-V/def2-TZVPD) on the molecule C7H9BN2O3 in a non-equilibrium geometry.

Each line ends with the Mulliken charge.
Geometry (Å):
O: 0.7435 -0.1641 -2.5914  -0.61
O: 1.0510 -3.1050 1.0127  -0.52
O: -1.1804 -3.1495 2.0008  -0.52
N: 1.0008 1.8337 -3.6258  -0.39
N: 0.4111 1.6763 -1.3070  -0.16
C: -0.9173 -0.2128 2.1415  -0.40
C: -1.0946 1.1631 2.0058  -0.68
C: -0.6031 1.7809 0.8835  -0.49
C: -0.2254 -0.9396 1.2011  0.04
C: 0.3077 -0.3089 0.1232  -0.38
C: 0.0474 1.0414 -0.1078  0.33
C: 0.7382 1.0479 -2.5195  0.51
B: -0.1079 -2.4853 1.4402  0.57
H: 0.8489 -0.8464 -0.6241  0.56
H: 1.0470 -4.0360 0.7631  0.28
H: -0.7272 2.8378 0.7147  0.32
H: -1.4379 1.7706 2.8500  0.32
H: 1.0874 1.4238 -4.5283  0.23
H: -0.9659 -4.0760 2.2035  0.28
H: -1.3230 -0.7704 2.9977  0.32
H: 0.2322 2.6804 -1.3918  0.23
H: 1.0676 2.8381 -3.6421  0.15

Cartesian forces, eV/Å:
O 0.24 0.03 -0.64
O -0.15 0.05 -0.14
O 0.61 -0.37 0.08
N -0.09 0.91 0.77
N 0.55 1.39 -1.56
C -0.94 0.23 1.11
C 0.56 -0.22 1.05
C 0.19 0.12 -0.94
C -0.32 -1.08 1.27
C 0.35 0.75 -1.44
C -0.13 -0.31 0.16
C -0.53 -0.62 0.58
B 0.20 -0.23 -0.62
H 0.19 -0.28 -0.09
H -0.17 0.15 0.32
H -0.10 0.31 0.14
H -0.32 -0.30 -0.47
H 0.03 -0.71 -0.08
H -0.22 0.45 -0.10
H 0.10 0.55 -0.27
H 0.07 -0.69 0.39
H -0.11 -0.11 0.47

HOMO energy: -0.2994 Eh
gap between HOMO and LUMO: 8.62 eV
multiplicity: 1
ΔE to the lowest compared entry with this formula, charge and spin: 0.0 kcal/mol
energy: -632.3718 hartree
SMILES: NC(=O)Nc1cccc(B(O)O)c1
LUMO: 0.470 eV

What did the second record say?
ORCA calculation (ωB97M-V/def2-TZVPD) on the molecule C7H9BN2O3 in a non-equilibrium geometry.

Each line ends with the Mulliken charge.
Geometry (Å):
O: 0.7435 -0.1641 -2.5914  -0.61
O: 1.0510 -3.1050 1.0127  -0.52
O: -1.1804 -3.1495 2.0008  -0.52
N: 1.0008 1.8337 -3.6258  -0.39
N: 0.4111 1.6763 -1.3070  -0.16
C: -0.9173 -0.2128 2.1415  -0.40
C: -1.0946 1.1631 2.0058  -0.68
C: -0.6031 1.7809 0.8835  -0.49
C: -0.2254 -0.9396 1.2011  0.04
C: 0.3077 -0.3089 0.1232  -0.38
C: 0.0474 1.0414 -0.1078  0.33
C: 0.7382 1.0479 -2.5195  0.51
B: -0.1079 -2.4853 1.4402  0.57
H: 0.8489 -0.8464 -0.6241  0.56
H: 1.0470 -4.0360 0.7631  0.28
H: -0.7272 2.8378 0.7147  0.32
H: -1.4379 1.7706 2.8500  0.32
H: 1.0874 1.4238 -4.5283  0.23
H: -0.9659 -4.0760 2.2035  0.28
H: -1.3230 -0.7704 2.9977  0.32
H: 0.2322 2.6804 -1.3918  0.23
H: 1.0676 2.8381 -3.6421  0.15

Cartesian forces, eV/Å:
O 0.24 0.03 -0.64
O -0.15 0.05 -0.14
O 0.61 -0.37 0.08
N -0.09 0.91 0.77
N 0.55 1.39 -1.56
C -0.94 0.23 1.11
C 0.56 -0.22 1.05
C 0.19 0.12 -0.94
C -0.32 -1.08 1.27
C 0.35 0.75 -1.44
C -0.13 -0.31 0.16
C -0.53 -0.62 0.58
B 0.20 -0.23 -0.62
H 0.19 -0.28 -0.09
H -0.17 0.15 0.32
H -0.10 0.31 0.14
H -0.32 -0.30 -0.47
H 0.03 -0.71 -0.08
H -0.22 0.45 -0.10
H 0.10 0.55 -0.27
H 0.07 -0.69 0.39
H -0.11 -0.11 0.47

HOMO energy: -0.2994 Eh
gap between HOMO and LUMO: 8.62 eV
multiplicity: 1
ΔE to the lowest compared entry with this formula, charge and spin: 0.0 kcal/mol
energy: -632.3718 hartree
SMILES: NC(=O)Nc1cccc(B(O)O)c1
LUMO: 0.470 eV

Copy entry 2 word for word.
ORCA calculation (ωB97M-V/def2-TZVPD) on the molecule C7H9BN2O3 in a non-equilibrium geometry.

Each line ends with the Mulliken charge.
Geometry (Å):
O: 0.7435 -0.1641 -2.5914  -0.61
O: 1.0510 -3.1050 1.0127  -0.52
O: -1.1804 -3.1495 2.0008  -0.52
N: 1.0008 1.8337 -3.6258  -0.39
N: 0.4111 1.6763 -1.3070  -0.16
C: -0.9173 -0.2128 2.1415  -0.40
C: -1.0946 1.1631 2.0058  -0.68
C: -0.6031 1.7809 0.8835  -0.49
C: -0.2254 -0.9396 1.2011  0.04
C: 0.3077 -0.3089 0.1232  -0.38
C: 0.0474 1.0414 -0.1078  0.33
C: 0.7382 1.0479 -2.5195  0.51
B: -0.1079 -2.4853 1.4402  0.57
H: 0.8489 -0.8464 -0.6241  0.56
H: 1.0470 -4.0360 0.7631  0.28
H: -0.7272 2.8378 0.7147  0.32
H: -1.4379 1.7706 2.8500  0.32
H: 1.0874 1.4238 -4.5283  0.23
H: -0.9659 -4.0760 2.2035  0.28
H: -1.3230 -0.7704 2.9977  0.32
H: 0.2322 2.6804 -1.3918  0.23
H: 1.0676 2.8381 -3.6421  0.15

Cartesian forces, eV/Å:
O 0.24 0.03 -0.64
O -0.15 0.05 -0.14
O 0.61 -0.37 0.08
N -0.09 0.91 0.77
N 0.55 1.39 -1.56
C -0.94 0.23 1.11
C 0.56 -0.22 1.05
C 0.19 0.12 -0.94
C -0.32 -1.08 1.27
C 0.35 0.75 -1.44
C -0.13 -0.31 0.16
C -0.53 -0.62 0.58
B 0.20 -0.23 -0.62
H 0.19 -0.28 -0.09
H -0.17 0.15 0.32
H -0.10 0.31 0.14
H -0.32 -0.30 -0.47
H 0.03 -0.71 -0.08
H -0.22 0.45 -0.10
H 0.10 0.55 -0.27
H 0.07 -0.69 0.39
H -0.11 -0.11 0.47

HOMO energy: -0.2994 Eh
gap between HOMO and LUMO: 8.62 eV
multiplicity: 1
ΔE to the lowest compared entry with this formula, charge and spin: 0.0 kcal/mol
energy: -632.3718 hartree
SMILES: NC(=O)Nc1cccc(B(O)O)c1
LUMO: 0.470 eV

- Which value of HOMO energy does entry 2 give?
  -0.2994 Eh